Entry from the OMol25 dataset: C31H26AuCl2NP2S as an isolated structure (the ωB97M-V functional and the def2-TZVPD basis).

Properties
Frontier orbital gap = 6.3 eV

Structure (ORCA input):
```
! wB97M-V def2-TZVPD RIJCOSX def2/J DEFGRID3
* xyz 2 1
Au -0.7975 1.5918 1.0330
C 0.1569 -1.4757 -2.3008
N 0.3235 -0.8665 -0.9524
P 1.9357 -0.2280 -0.7466
C 2.9656 -1.7131 -0.7314
C 4.2346 -1.5631 -1.2888
C 5.1249 -2.6294 -1.2900
C 4.7389 -3.8486 -0.7571
C 3.4646 -4.0109 -0.2194
C 2.5811 -2.9472 -0.2017
C 1.8185 0.0157 1.0883
C 0.9509 0.7505 1.9393
C 1.2808 -0.9701 2.0957
C 2.1893 -1.0507 3.1480
C 3.1937 -0.0696 2.9920
C 2.9629 0.6228 1.8281
P -1.0535 -0.4025 -0.1335
C -2.3031 -0.0248 -1.3632
C -2.0666 1.0411 -2.2372
C -2.9924 1.3408 -3.2191
C -4.1573 0.5872 -3.3266
C -4.3962 -0.4655 -2.4563
C -3.4701 -0.7780 -1.4708
C -1.6563 -1.7691 0.8679
C -1.3007 -3.0848 0.5674
C -1.8328 -4.1258 1.3135
C -2.7176 -3.8568 2.3493
C -3.0770 -2.5480 2.6454
C -2.5465 -1.5017 1.9080
H 0.9788 -2.1680 -2.4806
H 0.1444 -0.7145 -3.0822
H -0.7738 -2.0369 -2.3482
H 4.5256 -0.6160 -1.7291
H 6.1099 -2.5101 -1.7199
H 5.4265 -4.6836 -0.7693
H 3.1654 -4.9710 0.1796
H 1.5859 -3.0785 0.2069
H 0.4093 -1.5951 1.9442
H -0.1478 5.6454 2.8027
H 2.1078 -1.7278 3.9876
H 3.9710 0.1432 3.7106
H 3.4619 1.5167 1.4842
H -1.1558 1.6270 -2.1541
H -2.8117 2.1601 -3.9017
H -4.8814 0.8248 -4.0943
H -5.3029 -1.0481 -2.5448
H -3.6588 -1.6021 -0.7952
H -0.6164 -3.2980 -0.2446
H -1.5616 -5.1469 1.0814
H -3.1304 -4.6714 2.9291
H -3.7677 -2.3429 3.4520
H -2.8270 -0.4802 2.1421
Cl 1.5646 4.1096 2.3599
C 0.0402 4.8698 2.0728
C -1.2597 6.3507 0.4280
C -1.0479 6.6743 -0.8481
C -0.1913 5.6558 -1.4826
C 0.1136 4.7171 -0.5830
Cl 1.0656 3.3194 -0.8855
C -0.5151 5.0891 0.7205
S -1.4573 3.8621 1.7765
H -1.8319 6.8864 1.1695
H -1.4292 7.5463 -1.3564
H 0.1429 5.6734 -2.5089
*
```

Atomic partial charges in e from the Mulliken method, atoms 1 to 8:
1. Au 0.377
2. C -1.451
3. N 0.938
4. P -0.127
5. C 0.537
6. C -0.755
7. C -0.671
8. C -0.549

=====

Entry from the OMol25 dataset: a 2-piece molecular cluster, C5H10O2 overall (the ωB97M-V functional and the def2-TZVPD basis).

Properties
Frontier orbital gap = 10.4 eV
Structure (SMILES) = C=CCO.CC=O

Structure (ORCA input):
```
! wB97M-V def2-TZVPD RIJCOSX def2/J DEFGRID3
* xyz 0 1
C 1.7613 0.0990 -0.2160
C 0.7108 0.7188 -0.7389
C -0.1160 0.1499 -1.8495
O -1.4756 0.5107 -1.6723
H 2.0160 -0.9219 -0.4925
H 2.3948 0.5565 0.5368
H 0.4403 1.7233 -0.4190
H 0.0153 -0.9433 -1.8774
H 0.2604 0.5497 -2.8039
H -1.9353 0.3149 -2.4975
C -1.1190 -0.4545 1.3571
C 0.1532 -0.3167 2.1249
O 1.0426 -1.1343 2.1332
H -1.5684 0.4967 1.0618
H -1.0264 -1.1086 0.4912
H -1.7584 -0.9391 2.1044
H 0.2306 0.6126 2.7309
*
```

Atomic partial charges in e from the Mulliken method, atoms 1 to 8:
1. C -0.827
2. C -0.150
3. C -0.456
4. O -0.499
5. H 0.238
6. H 0.373
7. H 0.381
8. H 0.268

=====

Entry from the OMol25 dataset: an isolated ion of composition C20H25O8S2 and charge -1 in a non-equilibrium geometry (the ωB97M-V functional and the def2-TZVPD basis).

Properties
Frontier orbital gap = 6.6 eV
Structure (SMILES) = CCOC(=O)[C@@]1([C@H](C2=[S@@](=O)([O-])CCCS2(=O)=O)c2ccc(OC)cc2)CCCC1=O

Structure (ORCA input):
```
! wB97M-V def2-TZVPD RIJCOSX def2/J DEFGRID3
* xyz -1 1
C 0.7521 -4.6357 1.2982
C -0.1826 -3.6966 1.9759
O -0.6787 -2.7729 0.9437
C -1.1726 -1.6488 1.5005
O -1.2625 -1.5088 2.7002
C -1.6126 -0.6223 0.4242
C -0.5847 0.3906 0.2501
C -0.5706 1.4517 -0.8273
S 0.8312 2.4574 -1.3672
O 1.2631 3.3100 -0.2981
O 1.8274 1.6257 -2.0516
C 0.0744 3.5242 -2.6234
C -0.8699 4.5705 -2.0452
C -1.7357 4.0701 -0.9028
S -2.0902 2.3110 -1.0513
O -2.6300 2.0496 -2.3890
O -2.8770 1.9700 0.1187
C 0.8435 -0.1804 0.2848
C 1.6530 0.6419 1.0869
C 2.9396 0.2936 1.4781
C 3.4807 -0.8898 0.9531
O 4.7905 -1.1955 1.0485
C 5.7255 -0.2427 1.5519
C 2.6688 -1.7572 0.1759
C 1.3873 -1.3668 -0.2286
C -1.7557 -1.3136 -0.9429
C -3.1522 -1.0661 -1.5340
C -4.0595 -0.7507 -0.3761
C -3.1862 -0.4189 0.8687
O -3.6030 -0.3636 1.9632
H 1.1310 -5.3257 2.0428
H 0.2456 -5.2100 0.5315
H 1.5962 -4.1073 0.8634
H -1.0832 -4.1805 2.3759
H 0.3043 -3.1115 2.7637
H -1.0411 0.7687 1.2291
H -0.4401 2.8787 -3.3418
H 0.9616 3.9761 -3.0942
H -1.5457 4.9135 -2.8347
H -0.2911 5.4424 -1.7188
H -2.7570 4.4723 -0.9306
H -1.3022 4.2801 0.0848
H 1.1610 1.5664 1.4212
H 3.4910 1.0187 2.0858
H 6.6831 -0.7714 1.4676
H 5.7641 0.6852 0.9481
H 5.5469 0.0206 2.6116
H 3.1050 -2.7011 -0.1612
H 0.8294 -1.9884 -0.9225
H -0.9780 -0.8631 -1.5275
H -1.5490 -2.3745 -0.8206
H -3.4436 -1.9621 -2.0886
H -3.1916 -0.2526 -2.2508
H -4.7711 -1.5608 -0.1769
H -4.6390 0.1507 -0.5424
*
```

Atomic partial charges in e from the Mulliken method, atoms 1 to 8:
1. C -0.941
2. C -0.399
3. O -0.281
4. C -0.916
5. O -0.652
6. C 3.319
7. C 0.073
8. C -0.753

=====

Entry from the OMol25 dataset: a 3-piece molecular cluster, C4H6N overall in a non-equilibrium geometry (the ωB97M-V functional and the def2-TZVPD basis).

Properties
Frontier orbital gap (spin up / spin down) = 8.4 / 8.4 eV

Structure (ORCA input):
```
! wB97M-V def2-TZVPD RIJCOSX def2/J DEFGRID3
* xyz 1 1
C -0.1528 1.6325 -0.0009
C -1.4118 0.8508 -0.3434
C 0.3354 0.4319 -0.0020
C -1.8331 -0.3777 0.3819
N -0.6845 -0.4151 -0.5390
H -0.0769 2.5732 0.3578
H 2.3436 -1.3026 -0.6867
H 2.0380 -0.5838 -0.1987
H -1.6208 -0.4642 1.5303
H -2.8148 -0.7535 -0.0124
H -0.2897 -1.0860 -1.1809
*
```

Atomic partial charges in e from the Mulliken method, atoms 1 to 8:
1. C -0.094
2. C 0.054
3. C -0.313
4. C -0.250
5. N 0.065
6. H 0.454
7. H 0.254
8. H -0.121

=====

Calculated ΔE to the lowest compared entry with this formula, charge and spin, 4.367, 2.615, 1.170, 8.022 eV (same order as the records).